[1]
132
Properties=species:S:1:pos:R:3 method="wB97M-V/def2-TZVPD" smiles="O=C1CCCO1.O=C1CCCO1.O=C1CCCO1.O=C1CCCO1.CN(C)C=O.CN(C)C=O.CN(C)C=O.CN(C)C=O.CN(C)C=O.CN(C)C=O.CN(C)C=O" e_tot_ha=-2965.54407 orbital_gap_ev=8.93 e_above_lowest_kcal_mol=0.0 total_charge=0 lumo_ev=0.303
O -5.168 3.349 -1.932
C -4.652 2.378 -1.498
C -4.257 1.052 -2.183
C -3.186 0.478 -1.269
C -3.730 0.965 0.113
O -4.277 2.266 -0.181
H -5.164 0.414 -2.207
H -4.020 1.244 -3.198
H -3.072 -0.599 -1.403
H -2.177 0.772 -1.525
H -4.418 0.109 0.387
H -2.906 1.140 0.810
O 1.264 -0.940 -1.823
C 1.109 -0.895 -0.619
C 0.026 -0.170 0.149
C 0.514 -0.084 1.547
C 1.499 -1.375 1.599
O 1.899 -1.571 0.206
H -0.258 0.803 -0.270
H -0.863 -0.817 0.036
H 1.149 0.785 1.612
H -0.234 -0.056 2.315
H 2.422 -1.280 2.183
H 0.909 -2.265 1.859
O -1.143 -3.825 1.443
C -0.904 -4.285 0.363
C -1.517 -5.569 -0.199
C -0.804 -5.728 -1.543
C -0.199 -4.316 -1.818
O -0.073 -3.680 -0.500
H -1.412 -6.384 0.510
H -2.602 -5.375 -0.198
H 0.015 -6.440 -1.381
H -1.429 -6.131 -2.383
H 0.733 -4.397 -2.387
H -0.942 -3.811 -2.369
O -1.074 2.960 0.324
C -1.623 3.820 -0.288
C -2.276 5.109 0.280
C -3.078 5.690 -0.894
C -2.363 5.080 -2.060
O -1.771 3.820 -1.631
H -2.845 4.846 1.141
H -1.415 5.736 0.660
H -4.140 5.528 -0.839
H -3.020 6.756 -0.877
H -3.159 4.963 -2.777
H -1.515 5.716 -2.403
C -1.876 0.205 -4.950
N -0.648 0.983 -4.888
C -0.069 1.398 -3.614
C -0.087 1.445 -6.015
O 0.897 2.168 -6.116
H -1.978 -0.372 -5.881
H -2.816 0.828 -4.904
H -1.862 -0.515 -4.080
H 1.038 1.578 -3.723
H -0.621 2.259 -3.242
H -0.189 0.618 -2.887
H -0.541 0.995 -6.915
C -0.642 4.130 4.528
N -1.025 2.735 4.484
C -2.025 2.460 3.510
C -0.506 1.713 5.209
O -0.882 0.537 5.144
H -0.438 4.503 3.520
H 0.265 4.243 5.111
H -1.489 4.661 4.976
H -1.652 2.740 2.500
H -2.160 1.379 3.392
H -2.939 2.965 3.830
H 0.289 1.976 5.911
C 1.959 -1.468 6.755
N 2.925 -1.074 5.778
C 4.137 -1.845 5.514
C 2.681 0.021 5.053
O 3.420 0.460 4.186
H 2.052 -2.504 6.967
H 0.956 -1.214 6.425
H 2.050 -0.919 7.729
H 5.028 -1.215 5.358
H 4.330 -2.469 6.386
H 3.934 -2.466 4.648
H 1.707 0.461 5.219
C -3.520 -1.968 2.077
N -4.934 -2.144 1.715
C -5.883 -1.843 2.789
C -5.276 -2.824 0.592
O -4.552 -3.108 -0.379
H -3.446 -1.100 2.730
H -2.895 -1.873 1.196
H -3.175 -2.910 2.619
H -6.230 -0.813 2.662
H -6.760 -2.487 2.809
H -5.353 -1.874 3.693
H -6.366 -3.165 0.533
C 2.807 -0.486 -6.472
N 1.615 -1.324 -6.366
C 1.402 -2.034 -5.163
C 0.806 -1.477 -7.458
O -0.153 -2.222 -7.485
H 2.849 0.221 -5.631
H 2.704 0.050 -7.436
H 3.700 -1.091 -6.448
H 2.124 -2.871 -5.150
H 1.388 -1.343 -4.359
H 0.413 -2.530 -5.155
H 1.152 -0.845 -8.295
C 2.275 3.136 2.172
N 2.995 2.645 0.994
C 2.455 3.083 -0.298
C 4.040 1.845 1.032
O 4.726 1.580 0.050
H 2.380 4.227 2.189
H 2.587 2.649 3.102
H 1.222 2.975 1.987
H 2.158 4.141 -0.167
H 3.214 2.894 -1.080
H 1.560 2.467 -0.506
H 4.368 1.616 2.009
C 5.340 -1.362 -0.858
N 5.472 -2.302 0.242
C 5.889 -3.648 -0.091
C 5.252 -1.971 1.508
O 5.346 -2.737 2.403
H 6.294 -1.316 -1.409
H 5.131 -0.408 -0.409
H 4.497 -1.660 -1.479
H 5.057 -4.358 -0.223
H 6.613 -3.637 -0.931
H 6.499 -4.093 0.700
H 5.135 -0.892 1.648

=====

[2]
127
Properties=species:S:1:pos:R:3 method="wB97M-V/def2-TZVPD" e_tot_ha=-4273.37020 orbital_gap_ev=2.19 e_above_lowest_kcal_mol=98.4 total_charge=+2 lumo_ev=-10.032
Zn 0.592 -2.051 1.507
Ag 3.316 -0.264 0.364
Ag 0.759 1.843 1.947
C 0.390 -0.408 -0.344
O 0.972 -1.483 -0.377
O 1.019 0.667 -0.287
O -0.459 -0.539 0.509
C 3.252 3.859 0.954
C 2.575 4.705 2.092
C 1.401 5.499 1.472
C 0.318 6.034 2.510
C -0.127 4.881 3.366
C 1.010 4.188 4.152
N 2.084 3.799 3.120
O 3.105 3.025 3.603
C 1.558 4.964 5.380
C 0.441 2.844 4.638
C 3.644 5.697 2.584
H 4.187 3.453 1.341
H 3.462 4.324 -0.009
H 2.655 3.015 0.610
H 1.834 6.373 0.985
H 0.825 4.928 0.743
H -0.553 6.457 2.009
H 0.700 6.798 3.188
H -0.596 4.160 2.696
H -0.861 5.320 4.041
H 1.065 4.707 6.318
H 2.630 4.856 5.547
H 1.391 6.031 5.236
H 1.118 2.082 5.027
H -0.221 3.085 5.469
H -0.113 2.325 3.856
H 3.079 6.385 3.213
H 4.137 6.283 1.810
H 4.411 5.223 3.197
H 3.033 2.217 3.090
C 3.931 1.108 -2.280
C 4.795 -0.273 -2.393
C 6.055 -0.094 -1.476
C 6.820 -1.412 -1.184
C 5.860 -2.433 -0.596
C 4.634 -2.709 -1.495
N 4.041 -1.433 -1.882
O 2.782 -1.691 -2.519
C 5.039 -3.580 -2.654
C 3.671 -3.552 -0.593
C 5.189 -0.458 -3.896
H 4.468 1.928 -2.757
H 3.557 1.497 -1.333
H 3.023 0.928 -2.856
H 6.854 0.534 -1.872
H 5.677 0.402 -0.583
H 7.608 -1.136 -0.484
H 7.203 -1.840 -2.110
H 5.507 -2.175 0.402
H 6.430 -3.355 -0.477
H 6.068 -3.294 -2.869
H 5.128 -4.663 -2.568
H 4.421 -3.436 -3.541
H 3.294 -2.904 0.198
H 2.886 -4.050 -1.163
H 4.241 -4.430 -0.289
H 4.597 0.194 -4.538
H 5.043 -1.500 -4.179
H 6.236 -0.305 -4.160
H 2.167 -1.610 -1.786
C -2.507 1.674 -1.991
C -2.681 2.917 -1.008
C -4.070 3.572 -1.235
C -5.313 2.785 -0.699
C -5.077 2.713 0.851
C -3.729 2.112 1.152
N -2.586 2.606 0.411
O -1.341 2.056 0.683
C -3.433 2.431 2.628
C -3.898 0.528 0.934
C -1.570 3.873 -1.531
H -2.357 1.964 -3.031
H -3.404 1.059 -1.912
H -1.541 1.214 -1.783
H -3.999 4.551 -0.760
H -4.326 3.963 -2.221
H -5.483 1.778 -1.080
H -6.154 3.427 -0.963
H -5.888 2.154 1.317
H -5.280 3.691 1.288
H -4.296 2.145 3.231
H -2.631 1.890 3.131
H -3.179 3.486 2.723
H -4.706 0.093 1.522
H -4.213 0.356 -0.096
H -3.052 -0.085 1.244
H -1.340 4.741 -0.914
H -1.795 4.339 -2.491
H -0.598 3.391 -1.635
H -1.471 1.125 0.491
C -3.374 -3.169 0.299
C -3.131 -4.165 -0.824
C -1.740 -4.697 -0.668
C -1.484 -5.992 -1.461
C -2.596 -7.054 -1.093
C -4.077 -6.536 -1.349
N -4.218 -5.177 -0.710
O -5.515 -4.718 -0.777
C -4.295 -6.604 -2.944
C -5.054 -7.561 -0.663
C -3.273 -3.394 -2.159
H -3.296 -3.497 1.335
H -4.298 -2.603 0.184
H -2.678 -2.330 0.324
H -1.012 -3.976 -1.041
H -1.504 -4.914 0.373
H -0.572 -6.559 -1.275
H -1.541 -5.764 -2.526
H -2.515 -7.436 -0.075
H -2.428 -7.974 -1.652
H -3.435 -6.378 -3.574
H -4.522 -7.616 -3.278
H -5.014 -5.879 -3.326
H -6.098 -7.326 -0.868
H -4.879 -8.550 -1.086
H -5.014 -7.645 0.423
H -2.388 -2.793 -2.366
H -4.220 -2.855 -2.176
H -3.327 -4.038 -3.037
H -5.837 -4.896 0.110

=====

[3]
144
Properties=species:S:1:pos:R:3 method="wB97M-V/def2-TZVPD" e_tot_ha=-7008.48400 orbital_gap_ev=5.82 e_above_lowest_kcal_mol=0.0 total_charge=-1 lumo_ev=1.615
N 0.100 -3.845 0.789
C -0.292 -2.826 -0.197
C -1.759 -2.395 -0.090
O -2.291 -2.009 -1.352
C -2.039 -1.359 1.006
C -1.058 -0.225 1.259
S -0.512 0.684 -0.270
C -1.833 0.914 2.025
O -0.866 1.585 2.763
B 0.427 0.792 2.667
C 1.222 0.693 4.085
C 2.740 0.449 3.932
C 3.625 1.444 4.701
C 4.890 1.887 3.963
S 6.180 0.687 3.675
O 7.343 1.040 4.434
O 6.347 0.534 2.261
Cl 5.563 -1.093 4.448
O -0.078 -0.522 2.176
H 0.118 -4.764 0.375
H -0.568 -3.906 1.546
H 0.397 -1.986 -0.165
H -0.198 -3.276 -1.187
H -2.313 -3.299 0.175
H -1.722 -1.335 -1.749
H -3.016 -0.922 0.791
H -2.137 -1.903 1.948
H 0.756 0.275 -0.383
H -2.586 0.485 2.703
H -2.364 1.547 1.295
H 1.194 1.355 1.880
H 0.815 -0.125 4.686
H 1.081 1.604 4.673
H 3.026 0.444 2.877
H 2.944 -0.532 4.351
H 3.873 1.057 5.693
H 3.087 2.378 4.845
H 5.383 2.685 4.516
H 4.597 2.262 2.986
C 1.834 6.748 1.985
C 0.371 6.301 2.100
C 0.368 4.831 2.542
S 1.875 4.598 3.480
O 2.752 3.698 2.782
O 1.577 4.407 4.886
C 2.519 6.256 3.256
H 1.924 7.828 1.876
H 2.291 6.283 1.111
H -0.139 6.915 2.847
H -0.159 6.421 1.156
H -0.475 4.576 3.177
H 0.407 4.140 1.701
H 3.604 6.210 3.185
H 2.223 6.845 4.125
C 3.185 3.017 9.623
C 2.645 4.033 8.609
C 1.708 3.285 7.652
S 1.042 1.907 8.594
O 1.515 0.669 8.033
O -0.360 2.113 8.859
C 1.973 2.223 10.096
H 3.693 3.502 10.456
H 3.899 2.349 9.136
H 2.092 4.814 9.136
H 3.450 4.518 8.057
H 0.887 3.900 7.302
H 2.239 2.876 6.801
H 2.221 1.274 10.566
H 1.340 2.815 10.756
C 1.704 3.132 -4.879
C 2.322 2.562 -3.595
C 2.531 3.733 -2.626
S 1.278 4.952 -3.043
O 1.926 6.144 -3.542
O 0.308 5.042 -1.979
C 0.579 4.052 -4.420
H 1.329 2.346 -5.527
H 2.452 3.707 -5.433
H 1.636 1.837 -3.156
H 3.261 2.046 -3.791
H 2.399 3.443 -1.586
H 3.502 4.208 -2.761
H 0.250 4.758 -5.180
H -0.266 3.479 -4.044
C -4.124 0.714 -6.932
C -4.121 2.155 -6.402
C -3.322 2.157 -5.092
S -2.141 0.809 -5.229
O -2.454 -0.189 -4.245
O -0.805 1.344 -5.338
C -2.681 0.229 -6.833
H -4.496 0.658 -7.953
H -4.766 0.091 -6.313
H -3.643 2.813 -7.131
H -5.132 2.527 -6.240
H -2.777 3.084 -4.931
H -3.950 1.945 -4.229
H -2.577 -0.853 -6.869
H -2.044 0.693 -7.585
C -1.323 -9.325 -0.691
C -2.721 -9.014 -1.246
C -3.131 -7.636 -0.709
S -1.601 -6.727 -0.442
O -1.460 -6.502 0.972
O -1.496 -5.667 -1.403
C -0.498 -8.060 -0.907
H -0.872 -10.184 -1.186
H -1.389 -9.547 0.376
H -2.681 -8.988 -2.337
H -3.446 -9.776 -0.963
H -3.743 -7.078 -1.412
H -3.638 -7.708 0.251
H 0.399 -8.009 -0.293
H -0.244 -7.922 -1.957
C 5.731 -2.525 0.456
C 6.070 -3.702 -0.470
C 5.349 -3.460 -1.803
S 5.183 -1.673 -1.961
O 3.784 -1.341 -1.938
O 6.031 -1.205 -3.034
C 5.916 -1.267 -0.382
H 6.365 -2.504 1.340
H 4.693 -2.599 0.787
H 7.149 -3.735 -0.638
H 5.777 -4.657 -0.035
H 5.907 -3.833 -2.657
H 4.344 -3.878 -1.804
H 5.420 -0.396 0.038
H 6.969 -1.050 -0.558
C -8.003 -3.219 -5.217
C -8.890 -2.148 -4.567
C -8.637 -0.831 -5.311
S -8.155 -1.287 -6.983
O -6.786 -0.884 -7.190
O -9.186 -0.907 -7.914
C -8.190 -3.058 -6.723
H -8.272 -4.222 -4.889
H -6.959 -3.047 -4.951
H -9.940 -2.433 -4.667
H -8.679 -2.042 -3.504
H -9.520 -0.202 -5.367
H -7.811 -0.273 -4.875
H -7.405 -3.519 -7.317
H -9.166 -3.415 -7.048